Entry w
Below is one molecule with the formula C5H5N, with properties calculated with the ωB97M-V functional and the def2-TZVPD basis.

```
11
Properties=species:S:1:pos:R:3:lowdin_charge:R:1
C -2.8569 -0.2623 0.0254 -0.0118
C -1.6623 0.2971 -0.0123 -0.2497
C -0.3819 -0.3143 -0.0278 -0.1280
C 0.6382 0.4760 -0.1504 -0.1238
C 1.9644 -0.0047 -0.0258 -0.2440
H -3.7774 0.4398 0.3278 0.1080
H -2.9043 -1.4063 -0.2487 0.1022
H -1.6214 1.4314 0.2795 0.1414
H -0.1840 -1.3660 0.1379 0.1342
H 0.7476 1.5486 -0.0558 0.1240
N 3.0758 -0.2569 0.1006 0.1474
```

* HOMO-LUMO gap: 0.34959 Ha


Entry x
Below is one molecule with the formula C5H5N, with properties calculated with the ωB97M-V functional and the def2-TZVPD basis.

```
11
Properties=species:S:1:pos:R:3:lowdin_charge:R:1
C 3.6165 -0.2544 0.1482 -0.3036
C 1.2720 -0.0899 0.5552 0.0199
C 0.0362 0.4934 0.3126 -0.1443
C 2.5572 -0.3969 1.0176 -0.1366
C -1.2409 -0.1353 -0.1553 -0.1237
N 4.4204 -0.0132 -0.6785 0.1308
H 0.7611 0.9755 -0.4543 0.1478
H 2.8112 -0.6046 2.1295 0.1388
H -1.3148 0.2427 -1.2312 0.0958
H -2.0183 0.2691 0.5042 0.0717
H -1.1728 -1.2751 -0.3260 0.1034
```

* HOMO-LUMO gap: 0.32980 Ha


Entry y
Below is one molecule with the formula C5H5N, with properties calculated with the ωB97M-V functional and the def2-TZVPD basis.

```
11
Properties=species:S:1:pos:R:3:lowdin_charge:R:1
C -0.0623 0.4441 0.4103 -0.5483
C 0.9639 -0.5567 0.0888 -0.1375
C 1.8446 -1.3566 -0.1252 0.1214
C -1.3908 -0.1581 0.2213 -0.1107
C -2.3163 -0.9518 -0.1769 0.0828
H -0.1213 2.5843 -0.0545 0.1671
H 1.3213 1.6915 -0.3412 0.1223
H 0.0599 0.6772 1.5738 0.1721
H 2.5525 -2.1693 -0.3381 0.0456
H -3.0786 -1.7268 -0.7896 0.1124
N 0.2270 1.5222 -0.4689 -0.0271
```

* HOMO-LUMO gap: 0.38560 Ha


Short version: entry y is the least stable of them.


Entry w
Below is a 2-piece molecular cluster, C3H11N3O overall, with properties calculated with the ωB97M-V functional and the def2-TZVPD basis.

```
18
Properties=species:S:1:pos:R:3:lowdin_charge:R:1
N -1.6523 -1.8141 -1.3046 -0.0059
C -2.1608 -1.7499 0.0496 -0.3738
N -1.1713 -1.6988 1.1360 -0.0102
H -1.1711 -0.9435 -1.5087 0.0251
H -0.9622 -2.5543 -1.3665 0.0590
H -2.7879 -0.8613 0.1358 0.1000
H -2.7979 -2.6168 0.2239 0.0990
H -0.8086 -2.6241 1.3326 0.0504
H -0.3753 -1.1425 0.8436 0.0269
O 0.0019 0.9808 -1.1601 0.0379
C 0.9565 1.5572 -0.7041 -0.2523
C 1.2800 1.6046 0.7632 -0.2458
N 2.7205 1.4584 0.9604 -0.0033
H 1.6420 2.0999 -1.3823 0.1266
H 0.9772 2.6019 1.1054 0.1272
H 0.6523 0.8751 1.2842 0.1029
H 2.9826 1.6410 1.9184 0.0671
H 3.0184 0.5168 0.7418 0.0695
```

* HOMO-LUMO gap: 0.34509 Ha


Entry x
Below is a 2-piece molecular cluster, C3H11N3O overall, with properties calculated with the ωB97M-V functional and the def2-TZVPD basis.

```
18
Properties=species:S:1:pos:R:3:lowdin_charge:R:1
C 0.6988 -1.3001 0.8510 -0.2247
C 0.4542 -1.5628 -0.4318 -0.2476
N 0.0105 -2.7884 -0.9322 0.0233
N 1.1461 -0.0594 1.3789 0.0101
H 0.5540 -2.1150 1.5542 0.1037
H 0.6104 -0.8015 -1.1895 0.1022
H -0.4811 -2.7600 -1.8077 0.0729
H -0.4377 -3.3817 -0.2503 0.0769
H 1.9029 0.3593 0.8456 0.0882
H 1.3764 -0.1284 2.3614 0.0785
H -0.0769 1.9765 1.2876 0.0479
N -1.5149 1.2663 -0.7770 0.0278
C -0.3542 2.0933 -0.5983 -0.3820
O -0.2294 2.7034 0.6683 -0.0766
H -1.4529 0.3838 -0.2934 0.0415
H -2.3410 1.7542 -0.4948 0.0628
H 0.5264 1.4825 -0.8173 0.0835
H -0.3919 2.8778 -1.3544 0.1116
```

* HOMO-LUMO gap: 0.31395 Ha


Short version: entry x is the least stable of them.


Entry w
Below is a 2-piece molecular cluster, C2H4O2S2 overall, with properties calculated with the ωB97M-V functional and the def2-TZVPD basis.

```
10
Properties=species:S:1:pos:R:3:lowdin_charge:R:1
C 0.6456 -0.5516 -0.7559 -0.1569
C -1.1681 0.5459 -0.3365 -0.4434
O 3.0220 -0.6885 0.3058 -0.3286
O 1.7739 1.3877 0.7156 -0.3101
S -1.7908 0.1446 1.2730 0.6861
S 1.7766 0.0422 0.2571 0.6914
H 0.4998 -1.5274 -0.8182 -0.0373
H -0.6238 1.3956 -0.4857 -0.0212
H -1.8794 0.3777 -1.0927 0.0143
H -2.2557 -1.1262 0.9376 -0.0942
```

* HOMO-LUMO gap: 0.32371 Ha


Entry x
Below is one molecule with the formula C2H4O2S2, with properties calculated with the ωB97M-V functional and the def2-TZVPD basis.

```
10
Properties=species:S:1:pos:R:3:lowdin_charge:R:1
C -0.2722 -1.4412 0.9227 -0.3534
C -0.1899 0.9549 -0.1046 -0.2227
O -2.6837 0.4663 1.0513 -0.3408
O -2.5280 0.6830 -1.3660 -0.3363
S -1.4428 -1.7023 -0.1858 0.8082
S -1.9031 0.4621 -0.1267 0.3930
H -0.3001 -0.8245 1.7068 -0.0248
H 0.4423 -2.3128 0.9106 0.0579
H -0.4097 1.9016 0.2748 -0.0347
H 0.1631 1.0530 -1.1871 0.0536
```

* HOMO-LUMO gap (spin up / spin down): 0.25677 / 0.25625 Ha


Short version: entry x is the least stable of them.


Entry w
Below is a 2-piece molecular cluster, C2H4O2S2 overall, with properties calculated with the ωB97M-V functional and the def2-TZVPD basis.

```
10
Properties=species:S:1:pos:R:3:lowdin_charge:R:1
C -1.2820 -0.4343 -0.4468 -0.0928
C -1.9611 0.1821 0.5186 -0.0403
O 2.8912 1.6048 -0.1408 -0.6089
O 2.5928 -0.6578 1.1291 -0.5772
S 2.2205 0.7855 -1.1588 0.6336
S 1.9599 -0.9497 -0.1310 0.6235
H -0.4053 -0.8484 -0.0979 -0.0831
H -1.7136 -0.6436 -1.4339 0.0686
H -2.8239 0.7122 0.2916 0.0266
H -1.4785 0.2492 1.4699 0.0500
```

* HOMO-LUMO gap (spin up / spin down): 0.29634 / 0.29148 Ha


Entry x
Below is one molecule with the formula C2H4O2S2, with properties calculated with the ωB97M-V functional and the def2-TZVPD basis.

```
10
Properties=species:S:1:pos:R:3:lowdin_charge:R:1
C -0.8042 0.8513 -0.5363 -0.5846
C -1.0139 -0.5746 -0.1824 -0.4460
O -3.3255 -0.3403 -0.9797 -0.4626
O -2.8932 0.8398 1.2069 -0.2268
S 0.7426 1.3675 -0.6739 0.8113
S -2.7560 -0.5401 0.3299 0.8672
H 1.5760 0.3375 -0.0794 -0.0661
H -0.3456 -1.2174 0.3680 0.0793
H -1.2339 -0.9649 -1.1946 0.1029
H -2.9909 1.3113 0.4901 -0.0745
```

* HOMO-LUMO gap: 0.33209 Ha


Short version: entry x is the least stable of them.


Entry w
Below is H24O16PbS as an isolated structure, with properties calculated with the ωB97M-V functional and the def2-TZVPD basis.

```
42
Properties=species:S:1:pos:R:3:lowdin_charge:R:1
Pb -0.3546 -3.1058 1.8075 1.7451
S -0.1583 -0.5404 -0.0588 0.2901
O -0.3183 -1.9052 -0.5588 -0.4397
O -1.3576 0.2587 -0.2478 -0.3412
O 0.0553 -0.8399 1.3236 -0.4850
O 1.0243 0.0860 -0.6060 -0.2928
O -0.8556 2.6771 0.7056 -0.0348
H -0.9180 3.2616 -0.0499 0.0596
H -1.2214 1.8477 0.3982 -0.0208
O 1.7060 2.9577 0.8673 -0.0527
H 0.7928 3.0298 1.1448 -0.0043
H 1.6642 2.5249 0.0146 0.0203
O -3.0021 1.7086 -1.9218 -0.0357
H -3.6891 1.8819 -1.2781 0.0342
H -2.3961 1.1190 -1.4731 -0.0275
O 1.1311 1.2035 2.7699 -0.0619
H 0.8587 0.4956 2.1860 -0.0417
H 1.5287 1.8532 2.1903 -0.0268
O -2.7758 -1.7955 -2.0565 -0.0402
H -2.0869 -2.4011 -2.3303 0.0175
H -2.3924 -1.3104 -1.3258 -0.0220
O 3.5095 -0.3020 0.5576 -0.0238
H 4.2122 -0.4121 -0.0830 0.0613
H 2.7868 0.0780 0.0580 -0.0018
O 0.4441 2.4296 -2.1939 -0.0259
H -0.4620 2.5481 -2.4789 0.0316
H 0.4226 1.6450 -1.6460 -0.0263
O -2.9551 0.3714 1.8204 -0.0349
H -3.6038 0.9914 1.4872 0.0608
H -2.4039 0.1710 1.0639 -0.0248
O 1.0614 -2.9230 -2.4656 -0.0542
H 0.6446 -2.5263 -1.7006 -0.0593
H 0.3542 -3.3931 -2.9074 0.0294
O -1.6483 -1.2654 3.6542 -0.1098
H -2.1217 -1.4895 4.4554 0.0572
H -2.1810 -0.5845 3.2432 0.0035
O 2.0460 -2.6045 1.1423 -0.1448
H 2.6912 -3.0780 0.6172 0.0831
H 2.3339 -1.6922 1.1108 0.0124
O 2.6619 -0.0851 -2.6982 -0.0474
H 2.0949 0.1245 -1.9561 -0.0418
H 2.8772 -1.0105 -2.5819 0.0156
```

* HOMO-LUMO gap: 0.25358 Ha


Entry x
Below is H24O16PbS as an isolated structure, with properties calculated with the ωB97M-V functional and the def2-TZVPD basis.

```
42
Properties=species:S:1:pos:R:3:lowdin_charge:R:1
Pb 8.4416 4.5985 7.5583 1.6153
S 7.1307 6.7774 6.0929 0.2416
O 7.6697 5.4986 5.5602 -0.4816
O 5.7927 7.0288 5.5492 -0.3122
O 7.1924 6.6706 7.5786 -0.4607
O 8.0544 7.8546 5.7717 -0.3412
O 4.7366 3.6234 9.4616 -0.0326
H 4.1656 4.3012 9.0416 0.0612
H 5.4302 4.1101 9.8785 0.0155
O 9.2246 8.3620 8.5709 -0.0287
H 8.9526 8.6403 7.6900 0.0366
H 9.6038 9.0958 8.9896 0.0480
O 4.1278 8.5791 8.2052 -0.0281
H 3.3970 8.1989 8.6710 0.0198
H 4.4799 7.9020 7.6616 -0.0196
O 7.3206 7.5396 10.4534 -0.0651
H 6.5382 7.9958 10.7810 0.0715
H 7.4307 7.7683 9.4742 0.0612
O 4.1533 5.0079 6.9070 -0.0660
H 4.8327 5.3677 6.2644 0.0363
H 3.4719 4.6570 6.3356 0.0515
O 10.3802 6.1684 7.4005 -0.1376
H 10.8209 6.2856 6.5758 0.0096
H 9.9928 6.9895 7.7239 -0.0046
O 9.6823 9.4040 3.7473 -0.0416
H 8.9524 9.2500 4.2834 -0.0347
H 9.7690 10.3855 3.8742 0.0844
O 7.5915 5.0347 10.0906 -0.1774
H 8.0721 4.6149 10.8441 0.0850
H 7.4438 5.9625 10.3552 -0.0250
O 10.4371 6.3728 4.7325 -0.0474
H 10.7172 6.7489 3.8700 0.1067
H 9.5538 6.6971 4.6659 0.0102
O 6.2111 3.0951 7.3693 -0.1645
H 5.5495 3.2626 8.0625 -0.0248
H 5.7290 3.3102 6.5562 0.0408
O 9.8910 3.7707 5.1702 -0.1120
H 10.0836 4.6934 4.8749 -0.0035
H 9.2766 3.5105 4.5155 0.0221
O 11.1604 9.6161 6.5126 -0.0638
H 11.8636 8.9633 6.7377 0.0601
H 10.8248 9.2872 5.6677 -0.0044
```

* HOMO-LUMO gap: 0.36366 Ha


Short version: entry w is the least stable of them.


Entry w
Below is a 19-piece molecular cluster, H39O19 overall, with properties calculated with the ωB97M-V functional and the def2-TZVPD basis.

```
58
Properties=species:S:1:pos:R:3:lowdin_charge:R:1
O 1.5895 3.7827 -2.4411 -0.0116
H 2.7651 -2.3911 1.4197 0.0289
H 0.6591 3.9500 -2.4409 -0.0048
O -4.0033 0.0217 1.5202 -0.0945
H -4.7532 -0.2941 2.0271 0.0442
H -4.3475 0.2045 0.6083 0.0574
O 0.1983 -1.2831 1.8971 -0.0010
H -0.1503 -0.8944 2.5681 -0.1185
H 1.1170 -0.8882 1.7871 0.0423
O -2.9302 -2.4415 1.9159 -0.0863
H -2.7523 -1.6849 2.5718 0.0413
H 2.2975 -1.2353 3.6946 0.1354
O 1.2708 3.3660 2.4033 -0.2022
H 0.1967 3.3325 2.5982 0.1068
H 1.3422 2.5750 1.6239 0.0686
O -3.6172 2.9797 -2.3200 0.0312
H -3.1603 3.2256 -3.1153 0.0295
H -3.2230 3.5471 -1.7772 -0.0597
O 0.6207 -3.6942 0.1357 0.1815
H 2.2875 -2.9926 2.7058 0.0701
H 0.9363 -3.3191 -0.7362 0.0740
O 2.4623 -3.3327 1.8137 -0.0311
H 1.4052 -3.4484 0.9109 0.1049
O -1.8509 -1.7872 -2.4999 0.0301
H -2.1619 -2.1885 -3.2670 0.0458
H -1.5109 -2.4911 -2.0055 0.0219
O -3.6958 -1.1536 -0.7974 -0.0382
H -3.0936 -1.2446 -1.4635 -0.0826
H 3.0579 0.2905 -2.5279 0.0577
O 2.1490 -3.2381 -1.7729 -0.0716
H -0.1221 -3.1966 0.1306 0.0483
H 2.7634 -3.9782 -1.2206 0.2109
O 2.6575 -0.5560 2.9862 -0.0622
H 2.6969 0.2561 3.4825 0.0672
H 2.4540 -2.3259 -1.7306 0.0136
O -1.4125 -0.6831 3.9716 -0.1118
H -3.3184 -1.6407 -0.0302 0.0232
H 1.9741 4.3831 -1.8593 0.0176
O -2.0641 3.3237 0.0895 -0.1035
H -1.9635 2.7108 0.9415 0.1058
H -2.1006 -2.1960 1.4831 -0.0041
O 1.0799 1.2772 0.3850 0.0424
H 0.7877 2.0113 0.0042 -0.0381
H 0.4781 1.0967 1.0757 0.0207
O -1.0097 3.0552 -3.1600 -0.0426
H 1.4965 1.4594 -3.7168 0.0247
H -1.7920 2.8459 -2.6174 0.0026
O 2.3894 1.5132 -4.0645 -0.0454
H -1.1216 2.8442 -4.0860 0.0679
H 2.8469 2.1854 -3.5564 0.0288
O 2.5860 -0.1497 -1.8120 0.0156
H 1.8047 0.2150 -1.6652 -0.0448
H -1.1620 -0.9556 4.8558 0.0469
O 3.2681 -1.3188 0.5668 -0.0055
H 3.4866 -1.2690 -0.3702 0.0635
H 3.8273 -1.0508 1.2568 0.0475
H -2.2734 0.0183 4.1030 0.1919
H -1.3620 2.8525 -0.4795 0.0491
```

* HOMO-LUMO gap: 0.35273 Ha
* net charge: +1


Entry x
Below is a 19-piece molecular cluster, H39O19 overall, with properties calculated with the ωB97M-V functional and the def2-TZVPD basis.

```
58
Properties=species:S:1:pos:R:3:lowdin_charge:R:1
O -2.1271 3.7818 1.0041 -0.0638
H -2.6224 2.9957 1.3338 -0.0041
H -2.4207 4.1423 0.1713 0.0543
O -1.8508 -1.1033 -3.2772 -0.0457
H -1.6052 -1.4740 -2.4179 0.0336
H -2.4570 -1.7308 -3.6863 0.0544
O 0.2814 1.2666 4.2375 -0.0258
H -0.4209 1.2610 3.5859 0.0319
H -0.1413 1.4513 5.0779 0.0678
O 0.2800 1.5543 -4.1817 0.1918
H -0.3105 1.2161 -3.4842 0.1029
H 1.0044 2.0840 -3.7654 0.1315
O -1.3814 -3.9939 -0.3764 -0.0448
H -1.0349 -4.0372 0.5200 0.0274
H -0.6853 -3.4819 -0.8037 -0.0006
O -0.5091 1.9138 -1.3279 -0.0741
H -1.4682 1.8311 -1.0554 0.0996
H -0.1073 1.5226 -0.5071 0.0185
O 1.1028 -1.5093 4.2027 -0.0411
H 0.9411 -0.6102 4.4996 0.0168
H 1.9718 -1.8811 4.0960 0.0615
O -0.8765 0.5230 1.0479 -0.0436
H -0.1882 0.0216 1.5504 0.0503
O 2.3173 2.1147 -0.3129 -0.0752
H 1.9948 3.0620 -0.1379 0.1145
H 1.6657 1.4961 0.0817 0.0248
O 1.5874 -2.5851 0.8549 -0.0970
H 2.4935 -2.6375 1.1500 0.0494
H 1.2091 -3.1326 -0.7545 -0.0038
O -0.8544 -2.3355 2.3358 -0.0606
H -0.9584 -2.8302 3.1533 0.0718
H -0.3105 -1.5841 2.6277 0.0039
O 0.4436 3.0677 1.6499 -0.0734
H 0.4026 3.6367 2.4285 0.0568
H -0.4627 3.0934 1.2855 -0.0112
O 0.9914 -0.0626 -2.3041 -0.0595
H 0.9561 -2.6258 1.6842 0.0741
H 0.4593 0.5595 -1.8042 -0.0134
O 2.1652 -0.2940 1.8149 -0.0481
H 1.8918 -0.1933 2.7443 0.0188
H 3.0276 0.1157 1.7365 0.0634
O -2.9292 -1.8974 0.8141 -0.0819
H -2.9714 -2.7212 0.2851 0.0372
H -3.4929 -2.0362 1.5881 0.0514
O -3.5296 1.6719 1.5507 -0.0282
H -2.9926 0.8973 1.3922 0.0090
H -4.4347 1.2945 1.5801 0.1035
O 1.0685 -0.7032 -4.9722 0.0291
H 0.7076 0.6152 -4.4489 0.0788
H 0.2603 -1.1739 -5.1791 0.0917
O 1.1391 -3.0189 -1.7299 -0.0783
H 1.4348 -2.1284 -1.8945 -0.0155
H 1.5997 -1.0810 -4.2474 0.0934
O 2.8527 1.7803 -2.9005 -0.0784
H 3.7746 1.6031 -3.1108 0.0728
H 2.9042 1.9395 -1.8985 0.0432
H 1.8429 0.3494 -2.2515 0.0098
H -1.6283 0.0005 0.7461 0.0286
```

* HOMO-LUMO gap: 0.39161 Ha
* net charge: +1


Short version: entry w is the least stable of them.